1.
{
  "formula": "C45H39AlClN2O4P2S",
  "method": "the ωB97M-V functional and the def2-TZVPD basis",
  "e_homo_ev": -11.13,
  "homo_lumo_gap_ev": 8.8,
  "lumo_ev": -2.326,
  "relative_energy_kj_mol": 0.0,
  "energy_ev": -107000.6395,
  "charge": 1,
  "symbols": ["Al", "C", "C", "C", "C", "C", "C", "C", "S", "O", "O", "N", "C", "C", "C", "C", "C", "N", "H", "H", "H", "H", "H", "H", "H", "H", "H", "H", "H", "C", "C", "P", "C", "C", "C", "C", "C", "C", "C", "C", "C", "C", "C", "C", "P", "C", "C", "C", "C", "C", "C", "C", "C", "C", "C", "C", "C", "H", "H", "H", "H", "H", "H", "H", "H", "H", "H", "H", "H", "H", "H", "H", "H", "H", "H", "H", "H", "H", "H", "H", "H", "Cl", "C", "C", "C", "C", "C", "C", "C", "O", "O", "H", "H", "H", "H"],
  "coordinates": [[0.1292, 0.1490, 0.4793], [2.7831, 0.1389, -6.7239], [2.9313, 0.0731, -5.2390], [4.1472, 0.3347, -4.6178], [4.2643, 0.2640, -3.2375], [3.1588, -0.0566, -2.4731], [1.9434, -0.3272, -3.0756], [1.8357, -0.2735, -4.4515], [3.2275, -0.0323, -0.6775], [3.1430, -1.3562, -0.1233], [4.3084, 0.8134, -0.2857], [1.7455, 0.6093, -0.3278], [1.4466, 1.9247, -0.3963], [2.2839, 2.9918, -0.7112], [1.7328, 4.2531, -0.7148], [0.3767, 4.4298, -0.4306], [-0.3826, 3.3247, -0.1226], [0.1381, 2.0963, -0.1193], [3.5936, 0.7009, -7.1780], [1.8394, 0.6076, -6.9920], [2.7804, -0.8709, -7.1327], [5.0076, 0.5981, -5.2143], [5.2016, 0.4542, -2.7397], [1.0989, -0.5952, -2.4528], [0.8942, -0.4991, -4.9296], [3.3299, 2.8119, -0.8826], [2.3501, 5.1032, -0.9520], [-0.0662, 5.4126, -0.4535], [-1.4382, 3.3908, 0.1071], [-1.6984, -2.8095, -0.3088], [-2.6595, -1.8211, 0.3252], [-2.2070, -0.1109, -0.1589], [-2.4577, -0.1012, -1.9555], [-1.5127, 0.5621, -2.7317], [-1.6855, 0.6694, -4.1001], [-2.7995, 0.1065, -4.7008], [-3.7348, -0.5708, -3.9331], [-3.5706, -0.6747, -2.5649], [-3.6376, 0.7854, 0.5105], [-3.9568, 0.6077, 1.8546], [-5.1013, 1.1809, 2.3738], [-5.9206, 1.9497, 1.5620], [-5.5809, 2.1634, 0.2363], [-4.4403, 1.5867, -0.2931], [0.1170, -2.3965, -0.1132], [0.7448, -3.5580, -1.3926], [1.9623, -3.3228, -2.0194], [2.4465, -4.1936, -2.9806], [1.7286, -5.3239, -3.3279], [0.5304, -5.5837, -2.6824], [0.0379, -4.7143, -1.7257], [0.4840, -3.2793, 1.4411], [1.3837, -4.3377, 1.4964], [1.6157, -4.9818, 2.7000], [0.9946, -4.5479, 3.8592], [0.1135, -3.4793, 3.8119], [-0.1530, -2.8603, 2.6065], [-1.8843, -3.8033, 0.1049], [-1.8851, -2.8457, -1.3870], [-2.6332, -1.8938, 1.4136], [-3.6868, -2.0394, 0.0144], [-0.6518, 1.0069, -2.2455], [-0.9576, 1.2012, -4.6934], [-2.9451, 0.2011, -5.7654], [-4.6014, -1.0093, -4.4017], [-4.3146, -1.1831, -1.9688], [-3.3089, 0.0203, 2.4896], [-5.3575, 1.0243, 3.4098], [-6.8227, 2.3835, 1.9628], [-6.2070, 2.7751, -0.3941], [-4.1777, 1.7454, -1.3298], [2.5531, -2.4763, -1.7198], [3.3970, -3.9843, -3.4467], [2.1033, -6.0034, -4.0804], [-0.0295, -6.4755, -2.9180], [-0.8880, -4.9687, -1.2367], [1.9047, -4.6495, 0.6034], [2.2887, -5.8253, 2.7313], [1.1993, -5.0376, 4.7981], [-0.3666, -3.1264, 4.7120], [-0.8486, -2.0345, 2.5623], [0.2237, 0.4100, 8.8554], [0.3687, 0.5526, 7.1509], [-0.5245, -0.1277, 6.3296], [-0.4328, 0.0217, 4.9608], [0.5658, 0.8203, 4.4065], [1.4767, 1.4681, 5.2439], [1.3745, 1.3493, 6.6142], [0.6848, 1.0140, 2.9507], [1.3744, 1.8668, 2.4434], [-0.0326, 0.1895, 2.1774], [-1.2818, -0.7576, 6.7731], [-1.1445, -0.4651, 4.3118], [2.2601, 2.0592, 4.7955], [2.0612, 1.8688, 7.2665]],
  "forces_ev_per_angstrom": [[-0.131, 0.235, -0.954], [0.003, -0.036, -0.031], [0.049, 0.044, 0.149], [-0.109, -0.096, 0.123], [0.187, -0.015, 0.196], [-0.032, 0.149, 0.573], [-0.203, -0.143, -0.091], [0.051, -0.001, 0.144], [-0.685, -0.028, -0.203], [0.042, -0.034, -0.097], [-0.029, 0.152, -0.048], [0.869, -1.059, 0.207], [0.107, 1.581, -0.607], [-0.020, 0.099, 0.113], [-0.217, -0.258, -0.053], [-0.068, 0.004, 0.019], [-0.160, 0.162, -0.028], [0.609, -0.288, -0.057], [0.056, -0.004, -0.091], [-0.063, 0.036, -0.088], [0.029, -0.027, -0.142], [0.089, 0.032, -0.048], [0.161, 0.140, -0.012], [-0.067, 0.028, -0.197], [-0.136, -0.035, -0.017], [0.116, 0.068, -0.082], [0.095, 0.154, -0.007], [-0.079, 0.018, 0.057], [-0.029, 0.074, 0.060], [0.085, 0.035, -0.063], [0.079, 0.035, -0.020], [-1.064, -0.618, -0.189], [0.335, 0.144, 0.162], [0.031, -0.034, 0.220], [0.008, 0.033, -0.185], [0.108, 0.064, 0.039], [-0.098, -0.067, 0.029], [0.028, 0.002, 0.098], [0.345, 0.227, 0.076], [0.079, 0.032, -0.074], [-0.028, 0.003, 0.072], [-0.001, 0.018, -0.054], [-0.075, 0.065, 0.001], [0.174, -0.060, -0.034], [-0.701, -1.281, 0.206], [0.314, 0.431, -0.107], [0.016, 0.023, 0.075], [0.073, -0.063, -0.089], [0.048, 0.080, 0.044], [-0.091, -0.083, -0.001], [-0.035, 0.023, 0.054], [0.139, 0.168, 0.016], [-0.032, 0.124, -0.117], [0.058, -0.048, 0.048], [-0.002, -0.003, -0.031], [-0.072, -0.038, 0.062], [-0.048, 0.037, -0.148], [0.104, 0.084, -0.071], [0.039, -0.032, 0.081], [-0.033, 0.081, -0.004], [0.101, 0.122, 0.085], [-0.001, 0.086, -0.158], [0.073, 0.055, -0.055], [-0.004, -0.007, -0.118], [-0.100, -0.057, -0.057], [-0.099, -0.050, 0.022], [0.021, -0.058, 0.114], [-0.020, -0.002, 0.114], [-0.090, 0.069, 0.057], [-0.086, 0.068, -0.048], [-0.058, 0.029, -0.051], [0.008, -0.114, -0.095], [0.101, 0.016, -0.073], [0.009, -0.029, -0.013], [-0.061, -0.090, -0.035], [-0.066, -0.020, 0.008], [0.026, -0.088, -0.041], [0.103, -0.027, 0.012], [0.017, -0.063, 0.099], [-0.047, 0.002, 0.100], [0.059, 0.053, 0.155], [-0.017, -0.055, 0.299], [0.050, 0.020, -0.406], [0.034, 0.070, 0.241], [0.208, 0.152, -0.153], [-0.088, -0.139, 0.415], [-0.201, -0.085, -0.294], [-0.104, -0.100, 0.109], [0.125, 0.201, -0.475], [0.323, 0.182, 0.261], [-0.391, -0.482, 1.094], [-0.063, 0.027, 0.026], [-0.028, -0.095, -0.044], [0.032, 0.107, -0.018], [0.016, -0.034, 0.039]]
}

=====

2.
{
  "formula": "C45H40AsN3O4Ru",
  "method": "the ωB97M-V functional and the def2-TZVPD basis",
  "e_homo_ev": [-13.36, -13.38],
  "spin_multiplicity": 5,
  "homo_lumo_gap_ev": [7.3, 5.7],
  "lumo_ev": [-6.024, -7.698],
  "relative_energy_kj_mol": 0.0,
  "energy_ev": -123382.0047,
  "charge": 2,
  "s2": 6.02,
  "symbols": ["Ru", "O", "C", "O", "C", "C", "C", "C", "C", "N", "C", "O", "O", "H", "H", "H", "C", "C", "C", "C", "C", "C", "C", "C", "N", "C", "C", "C", "C", "N", "C", "C", "C", "C", "C", "C", "C", "C", "H", "H", "H", "H", "H", "H", "H", "H", "H", "H", "H", "H", "H", "H", "H", "H", "H", "H", "H", "H", "H", "H", "H", "H", "C", "C", "C", "C", "C", "C", "As", "C", "C", "C", "C", "C", "C", "C", "C", "C", "C", "C", "C", "H", "H", "H", "H", "H", "H", "H", "H", "H", "H", "H", "H", "H"],
  "coordinates": [[-0.8155, 1.5523, -1.1586], [-0.6782, 4.4958, -3.9093], [-0.6446, 3.4511, -3.3317], [-1.3517, 3.1364, -2.2467], [0.2100, 2.2707, -3.7800], [0.8778, 2.1155, -4.9831], [1.4970, 0.8958, -5.2341], [1.4236, -0.1431, -4.3084], [0.7498, 0.0925, -3.1246], [0.1972, 1.2806, -2.8978], [0.4528, -0.8830, -2.0136], [0.8266, -2.0305, -2.0088], [-0.3144, -0.3600, -1.0675], [0.8875, 2.9270, -5.6974], [2.0198, 0.7420, -6.1685], [1.8636, -1.1121, -4.4972], [-1.6424, 0.0391, 3.0244], [-2.7411, -0.0994, 2.0094], [-3.6898, -1.1044, 2.1868], [-4.7091, -1.2942, 1.2744], [-4.7833, -0.4997, 0.1402], [-3.8520, 0.5022, -0.0949], [-3.9394, 1.3229, -1.3466], [-2.8577, 0.7131, 0.8742], [-1.8648, 1.7081, 0.6106], [-1.6091, 2.6962, 1.3969], [-2.4312, 3.0690, 2.5792], [-0.4069, 3.5398, 1.0450], [-0.0385, 4.6820, 1.9285], [0.2264, 3.1716, -0.0014], [1.3350, 3.8635, -0.5546], [1.1957, 5.1804, -1.0199], [-0.0847, 5.9637, -0.9719], [2.3120, 5.7650, -1.6168], [3.4992, 5.0729, -1.7584], [3.5997, 3.7608, -1.3163], [2.5214, 3.1299, -0.7169], [2.6731, 1.7238, -0.2069], [-1.9744, 0.6066, 3.8965], [-0.7571, 0.5348, 2.6224], [-1.3470, -0.9474, 3.3835], [-3.6169, -1.7437, 3.0586], [-5.4475, -2.0677, 1.4404], [-5.5766, -0.6587, -0.5789], [-4.8569, 1.0908, -1.8835], [-3.1128, 1.1191, -2.0458], [-3.9306, 2.3968, -1.1529], [-3.3451, 2.4830, 2.6305], [-2.6817, 4.1294, 2.5200], [-1.8653, 2.9324, 3.5028], [-0.0579, 4.3728, 2.9733], [-0.7528, 5.5007, 1.8156], [0.9520, 5.0562, 1.6800], [-0.9324, 5.3850, -0.6128], [-0.3385, 6.2980, -1.9777], [0.0297, 6.8482, -0.3427], [2.2305, 6.7791, -1.9879], [4.3493, 5.5525, -2.2249], [4.5295, 3.2183, -1.4360], [3.2777, 1.1269, -0.8904], [1.7196, 1.2119, -0.0571], [3.1820, 1.7201, 0.7595], [-2.6041, -5.1843, 3.7159], [-3.1701, -4.8435, 2.4947], [-2.3996, -4.2261, 1.5227], [-1.0592, -3.9728, 1.7834], [-0.4845, -4.2930, 3.0115], [-1.2675, -4.9099, 3.9749], [0.0770, -3.2550, 0.3967], [1.7489, -2.6101, 1.0282], [2.0091, -1.5434, 1.8734], [3.3285, -1.2411, 2.1792], [4.3573, -1.9895, 1.6234], [4.0927, -3.0512, 0.7679], [2.7786, -3.3773, 0.4581], [2.3444, -4.5009, -0.3960], [3.1790, -5.4346, -0.9922], [2.6289, -6.4712, -1.7374], [1.2557, -6.5961, -1.8893], [0.4024, -5.6736, -1.2975], [0.9569, -4.6468, -0.5553], [-3.2088, -5.6675, 4.4717], [-4.2115, -5.0621, 2.3000], [-2.8410, -3.9502, 0.5723], [0.5592, -4.0815, 3.2106], [-0.8315, -5.1798, 4.9274], [1.1976, -0.9689, 2.3023], [3.5577, -0.4286, 2.8561], [5.3838, -1.7495, 1.8679], [4.9133, -3.6252, 0.3596], [4.2524, -5.3735, -0.8748], [3.2844, -7.1970, -2.1999], [0.8484, -7.4125, -2.4698], [-0.6695, -5.7657, -1.4162]],
  "forces_ev_per_angstrom": [[-0.089, 0.000, -0.585], [0.002, -0.069, -0.014], [0.176, -0.158, -0.093], [-0.004, 0.059, 0.273], [-0.054, 0.126, -0.074], [-0.015, 0.013, 0.078], [0.002, 0.034, -0.020], [-0.039, -0.006, 0.151], [0.126, -0.051, -0.124], [-0.100, 0.072, 0.109], [-0.136, -0.018, -0.076], [0.066, 0.176, -0.002], [0.205, -0.011, 0.295], [-0.008, 0.006, 0.003], [0.000, 0.005, 0.000], [-0.007, -0.011, 0.013], [0.086, 0.014, 0.040], [-0.094, -0.002, -0.100], [0.025, 0.046, 0.017], [-0.025, -0.010, -0.002], [0.044, 0.031, -0.007], [0.020, -0.099, 0.185], [-0.006, 0.169, -0.145], [-0.170, -0.222, 0.080], [-0.047, 0.216, -0.080], [-0.007, -0.038, 0.012], [0.004, -0.041, -0.021], [-0.053, -0.008, -0.129], [0.029, 0.029, -0.013], [0.036, -0.118, 0.348], [0.116, 0.141, -0.098], [0.182, -0.161, -0.032], [-0.069, 0.008, -0.006], [-0.071, -0.032, 0.000], [0.038, -0.026, -0.001], [-0.006, 0.029, -0.045], [-0.027, 0.130, -0.042], [-0.027, -0.073, 0.055], [0.009, -0.012, -0.002], [0.014, -0.022, 0.010], [0.007, 0.004, 0.002], [0.007, 0.010, -0.003], [0.001, 0.000, -0.004], [0.000, 0.010, -0.003], [0.004, 0.011, -0.013], [-0.157, -0.060, 0.074], [0.020, -0.008, 0.015], [0.011, 0.002, 0.002], [-0.003, 0.012, -0.011], [0.004, -0.007, 0.002], [0.003, 0.002, 0.018], [0.002, -0.008, 0.010], [-0.020, -0.007, 0.000], [-0.016, 0.006, -0.033], [0.001, 0.039, 0.015], [-0.021, -0.002, 0.009], [-0.004, -0.002, -0.003], [-0.001, -0.007, 0.005], [0.005, 0.006, 0.006], [0.015, 0.003, 0.005], [0.024, 0.003, -0.016], [-0.009, -0.017, 0.019], [-0.021, -0.003, 0.009], [-0.013, -0.017, 0.024], [-0.026, -0.008, -0.152], [0.095, 0.191, 0.009], [0.067, 0.069, 0.018], [-0.003, 0.002, 0.026], [0.137, -0.371, -0.012], [0.054, -0.011, -0.020], [-0.071, -0.015, 0.014], [-0.019, 0.061, 0.039], [0.052, -0.002, 0.004], [-0.099, -0.024, -0.018], [0.006, 0.179, 0.118], [-0.113, -0.163, -0.119], [-0.079, 0.067, 0.028], [0.015, -0.041, -0.021], [-0.026, -0.021, -0.023], [-0.023, 0.022, 0.010], [0.093, -0.027, 0.013], [0.005, -0.002, -0.001], [-0.001, 0.001, -0.010], [0.001, -0.010, 0.012], [-0.009, -0.011, -0.002], [0.004, 0.002, -0.005], [0.001, 0.016, 0.008], [-0.012, -0.004, -0.006], [-0.008, -0.001, -0.005], [0.000, -0.008, -0.008], [0.007, 0.012, 0.009], [-0.004, 0.006, -0.001], [-0.004, 0.004, 0.006], [0.000, -0.002, 0.001]]
}